ORCA calculation (the ωB97M-V functional and the def2-TZVPD basis) on a structure of composition C14H28CuF3NO7S in a non-equilibrium geometry.

Each line ends with the Löwdin spin population.
Atoms and positions in Å:
Cu1 -9.21669 24.47332 5.81105  0.653
S1 -6.55522 25.84257 3.69952  0.001
F1 -9.26589 29.13850 4.97341  0.004
F2 -11.17135 29.40926 5.86576  0.001
F3 -9.47233 29.33039 7.03971  0.002
O1 -9.72734 23.04406 4.06933  0.225
O2 -10.50038 26.54149 4.92020  0.009
O3 -7.66923 25.33125 4.47629  0.010
O4 -5.26637 25.13758 3.72596  0.001
O5 -11.22197 23.34138 5.54050  0.087
O6 -9.50101 23.92034 8.07727  0.005
O7 -9.28333 26.45223 6.78507  0.832
N1 -7.81823 22.75288 6.38065  0.007
C1 -9.98171 28.75239 6.00390  0.018
C2 -6.78012 28.48048 3.05945  0.000
C3 -10.87950 22.78591 4.48447  0.013
C4 -10.28593 27.23507 6.17979  0.075
C5 -6.61073 27.68472 1.72606  0.000
C6 -6.54800 24.23800 7.76201  0.000
C7 -10.67971 23.85807 8.82890  0.000
C8 -11.79458 21.84338 3.69301  0.007
C9 -11.90045 25.96486 3.00571  0.000
C10 -11.80236 26.75865 4.30487  0.000
C11 -6.34428 27.56324 4.24557  0.000
C12 -7.03735 26.18274 1.96371  0.001
C13 -7.29602 22.94567 7.75009  0.000
C14 -8.51672 23.00296 8.60247  0.000
H1 -6.47678 24.67180 8.75943  0.000
H2 -6.60887 25.43182 1.29991  0.000
H3 -12.55378 21.33968 4.29135  0.003
H4 -8.18212 21.81169 6.33755  0.000
H5 -6.78462 27.74593 5.22579  0.001
H6 -5.49839 24.15947 7.47871  0.000
H7 -11.77148 24.88922 3.12593  0.000
H8 -6.97055 25.09646 7.23991  0.000
H9 -5.27631 27.58789 4.46221  0.000
H10 -11.33057 21.03913 3.12208  0.001
H11 -6.72042 22.10890 8.14581  0.000
H12 -8.27635 23.27356 9.63062  0.000
H13 -7.17888 28.14483 0.91760  0.000
H14 -7.82432 28.76629 3.18613  0.000
H15 -12.92682 26.14499 2.68600  0.000
H16 -5.57114 27.68129 1.39843  0.000
H17 -12.04198 27.79191 4.05374  0.000
H18 -6.21341 29.41101 3.09184  0.000
H19 -11.28003 22.95418 8.72537  0.000
H20 -12.21767 22.47248 2.90986  0.000
H21 -10.44302 23.92653 9.89068  0.000
H22 -8.12289 26.21912 2.05530  0.000
H23 -12.62569 26.41801 4.93271  0.000
H24 -6.98538 22.62939 5.82279  0.000
H25 -11.34737 24.69774 8.63580  0.000
H26 -11.27907 26.44320 2.24863  0.000
H27 -8.85616 21.96917 8.66699  0.000
H28 -11.16467 27.07027 6.80331  0.042

Calculated values
Multiplicity: 3
DFT total energy: -94412.50347 eV
Strongest force on any atom: 3.637 eV/Å
Charge: +1
Frontier orbital gap (spin up / spin down): 11.260 / 5.922 eV